[1]
A single C23H28N4O3 molecule, computed with ωB97M-V/def2-TZVPD.

Calculated values
Energy: -1338.0045 Eh
Relative energy (zero: lowest compared OMol25 entry of this formula, charge and spin): 228.2 kJ/mol
Structure (SMILES): COC(=O)c1ccc(C(=O)N2CCC[C@@H](N3CCN(c4ccccc4)CC3)C2)nc1
E_LUMO: -0.0070 Eh

Last column: Mulliken charge in e.
Atoms and positions in Å:
C: -9.95901 -1.36068 -1.06084  -0.64
O: -8.55348 -1.39263 -0.86178  -0.30
C: -8.04290 -0.38419 -0.14258  0.40
O: -8.70971 0.51027 0.31505  -0.59
C: -6.57340 -0.49739 0.02196  0.28
C: -5.82124 -1.52125 -0.55073  -0.24
C: -4.45771 -1.53974 -0.33025  -0.71
C: -3.88122 -0.52937 0.44061  0.51
C: -2.40902 -0.64137 0.72121  0.81
O: -1.91345 -1.75944 0.76287  -0.69
N: -1.68407 0.47297 0.94104  0.25
C: -2.09432 1.83870 0.72042  -0.71
C: -1.36104 2.39108 -0.50182  -0.60
C: 0.14683 2.25958 -0.31339  -0.90
C: 0.54044 0.80204 -0.02863  0.50
N: 1.98951 0.73913 0.16616  0.26
C: 2.48677 -0.33780 1.00561  -0.54
C: 3.98769 -0.14612 1.21790  -1.12
N: 4.68486 -0.17429 -0.04852  0.30
C: 6.02361 -0.54478 -0.08748  0.51
C: 6.98327 0.17532 -0.80369  -0.29
C: 8.29253 -0.26356 -0.87412  -0.72
C: 8.68640 -1.42217 -0.23006  -0.46
C: 7.74504 -2.14590 0.48392  -0.65
C: 6.43495 -1.72015 0.55161  -0.27
C: 4.18924 0.86817 -0.91428  -0.98
C: 2.68571 0.67678 -1.10786  -0.78
C: -0.26391 0.32914 1.19049  -1.83
N: -4.60183 0.44551 0.98844  -0.62
C: -5.90292 0.45694 0.78795  -0.45
H: -10.24548 -0.45223 -1.59472  0.29
H: -10.20325 -2.24285 -1.64678  0.23
H: -10.47804 -1.38052 -0.10041  0.29
H: -6.30334 -2.28125 -1.14612  0.48
H: -3.82642 -2.31850 -0.72799  0.49
H: -3.17353 1.88573 0.59401  0.47
H: -1.82320 2.42293 1.60670  0.24
H: -1.63235 3.43712 -0.64902  0.37
H: -1.67023 1.83103 -1.38759  0.32
H: 0.65967 2.62556 -1.20271  0.41
H: 0.47288 2.86899 0.53139  0.27
H: 0.23553 0.16851 -0.88279  0.03
H: 2.00359 -0.29761 1.98086  0.56
H: 2.30607 -1.32818 0.55400  0.27
H: 4.36547 -0.92787 1.87447  0.50
H: 4.14243 0.82814 1.71139  0.23
H: 6.71723 1.09608 -1.29925  0.37
H: 9.01412 0.31622 -1.43212  0.36
H: 9.71056 -1.75871 -0.28392  0.38
H: 8.03303 -3.05850 0.98594  0.35
H: 5.71452 -2.31710 1.09027  0.38
H: 4.67388 0.79337 -1.88878  0.54
H: 4.37057 1.87020 -0.49271  0.35
H: 2.31543 1.46576 -1.76342  0.37
H: 2.51401 -0.29594 -1.60351  0.32
H: -0.08606 -0.72733 1.39325  0.68
H: 0.00048 0.93051 2.06572  0.22
H: -6.45522 1.26165 1.25463  0.47



[2]
A molecular structure, C23H28NO2Ru in a non-equilibrium geometry, computed with ωB97M-V/def2-TZVPD.

Calculated values
Energy: -1193.0965 Eh
Relative energy (zero: lowest compared OMol25 entry of this formula, charge and spin): 0.8 kJ/mol
E_LUMO (alpha / beta): 0.0265 / -0.0230 Eh
2S+1: 6

Last column: Mulliken charge in e.
Atoms and positions in Å:
C: 2.66168 0.16458 2.61530  -0.62
C: 2.39130 -0.75305 1.59008  -0.56
C: 1.60703 -0.09394 0.56864  -0.75
H: 2.70273 -1.79195 1.53101  0.60
C: 1.37043 1.26928 1.03942  -0.33
C: 1.94029 1.36148 2.35443  -1.14
H: 1.02500 2.07996 0.39614  0.58
C: -1.31611 -2.40710 2.99914  -1.09
C: -0.00134 -2.47972 2.46814  -0.26
C: -0.06976 -2.10957 1.07250  -1.49
H: 0.89902 -2.82287 2.96974  0.49
C: -1.43890 -1.72631 0.80608  -0.10
C: -2.18780 -1.91386 2.00916  -0.41
H: 1.52437 -0.40478 -0.46893  0.91
H: 1.88832 2.24433 2.98676  0.61
H: 3.34578 0.00353 3.44224  0.47
H: -3.24883 -1.70776 2.09797  0.48
H: 0.63421 -2.28542 0.26733  0.75
H: -1.60659 -2.75235 3.98631  0.50
Ru: -0.14971 -0.15737 1.68632  -0.83
C: -1.90608 -1.36813 -0.58696  2.34
C: -3.43533 -1.42521 -0.67121  -2.23
C: -1.34659 -2.36169 -1.62152  -1.66
H: -3.76992 -2.44595 -0.44289  0.42
H: -3.78559 -1.20060 -1.68315  0.45
H: -3.90881 -0.72235 0.02115  0.49
H: -1.65714 -3.37987 -1.34480  0.38
H: -0.25392 -2.35096 -1.70331  0.28
H: -1.75840 -2.15817 -2.61811  0.44
C: -1.29128 0.04454 -0.78585  3.12
C: -2.14781 1.16556 -1.30456  -0.53
H: -0.39402 -0.01573 -1.39944  -1.22
H: -1.00454 0.49938 0.22324  0.34
O: -3.10679 1.52285 -0.62979  -0.57
N: -1.61122 1.77156 -2.45329  -0.09
C: -0.39325 2.55198 -2.14675  -0.87
H: -2.28211 2.30739 -2.99815  0.37
C: 0.89897 1.86610 -2.53589  0.81
C: 2.10429 2.46674 -2.15755  -0.47
H: 2.05660 3.40788 -1.60813  0.35
C: 3.32971 1.87185 -2.46416  -0.51
H: 4.25283 2.36264 -2.14715  0.38
C: 3.36630 0.67022 -3.18093  -0.54
H: 4.32936 0.22339 -3.44186  0.39
C: 2.16643 0.06627 -3.57839  -0.47
H: 2.18794 -0.86305 -4.15583  0.39
C: 0.93349 0.66139 -3.25634  -0.21
H: -0.00353 0.18940 -3.57008  0.33
H: -0.35543 2.74111 -1.05540  0.23
H: -0.46496 3.52005 -2.66169  0.55
C: -0.52356 0.91932 4.37718  -0.64
O: -0.88516 1.03151 3.00831  -0.60
H: -1.47267 0.88157 4.92827  0.26
H: 0.06649 1.80843 4.64378  0.26
H: 0.09464 0.02347 4.58346  0.22



[3]
A molecular structure, C23H28O6S3Tc, computed with ωB97M-V/def2-TZVPD.

Calculated values
Net charge: +1
Energy: -2619.8026 Eh
Relative energy (zero: lowest compared OMol25 entry of this formula, charge and spin): 0.0 kJ/mol
E_LUMO (alpha / beta): -0.1984 / -0.1985 Eh

Last column: Mulliken charge in e.
Atoms and positions in Å:
Tc: -0.41955 0.65188 -0.84845  -0.24
O: -2.57401 -2.29095 2.87322  -0.51
C: -1.64225 -1.77078 2.07972  0.57
O: -0.92272 -2.40487 1.35545  -0.48
C: -1.61607 -0.25741 2.18978  -0.83
O: -0.53547 0.29322 1.47506  -0.08
C: 0.72842 0.23440 2.14730  -0.17
C: 1.83615 0.23254 1.10569  0.16
O: 2.95565 -0.09813 1.40266  -0.62
O: 1.46875 0.61316 -0.09012  -0.84
H: -2.58176 -3.25585 2.75980  0.40
H: -1.59987 0.05388 3.23634  0.54
H: -2.53794 0.12627 1.74688  0.29
H: 0.80997 -0.66956 2.75098  0.41
H: 0.83585 1.11465 2.78731  0.33
S: -1.00830 2.76547 -0.10281  -0.34
C: -0.48037 3.69202 -1.46720  0.94
C: -0.29357 5.08091 -1.36147  -0.77
C: 0.03149 5.81529 -2.47324  -0.51
C: 0.16974 5.20336 -3.73166  -0.63
C: -0.02029 3.85431 -3.86530  -0.70
C: -0.33388 3.08050 -2.73203  0.64
S: -0.70885 1.40603 -2.90184  -0.29
H: -0.40741 5.55528 -0.39673  0.46
H: 0.17716 6.88267 -2.38417  0.39
H: 0.42149 5.80373 -4.59428  0.40
H: 0.07596 3.36826 -4.82710  0.45
C: 2.56946 -4.69019 -0.60866  -1.44
C: 2.16747 -3.58872 -1.58315  -0.37
C: 1.45322 -2.46604 -0.83939  -0.80
S: 0.77002 -1.25035 -1.96971  1.17
O: 0.01724 -1.95730 -3.01353  -0.71
C: 2.28199 -0.51740 -2.67835  -1.16
C: 2.53574 -0.99515 -4.10439  -0.50
C: 1.70080 -0.25100 -5.13781  -1.13
H: 3.07951 -5.49811 -1.13036  0.42
H: 1.69333 -5.10986 -0.11289  0.33
H: 3.24105 -4.30808 0.16069  0.35
H: 1.51072 -3.98568 -2.35884  0.41
H: 3.05705 -3.19762 -2.08158  0.22
H: 2.12482 -1.93237 -0.16695  0.41
H: 0.60211 -2.83380 -0.26760  0.36
H: 3.08588 -0.77481 -1.99077  0.54
H: 2.15572 0.56453 -2.63749  0.64
H: 2.35927 -2.06874 -4.17767  0.25
H: 3.59880 -0.84084 -4.30227  0.52
H: 0.63694 -0.43728 -4.99326  0.23
H: 1.96241 -0.56942 -6.14556  0.42
H: 1.87858 0.82521 -5.07416  0.25
C: -1.82640 -0.33054 -0.94570  0.28
C: -2.93587 -1.20201 -1.01348  1.42
C: -4.17633 -0.72144 -0.55879  -0.38
C: -5.28425 -1.54263 -0.61445  -0.81
C: -5.16197 -2.83119 -1.12329  -0.39
C: -3.93749 -3.30420 -1.58326  -0.88
C: -2.81586 -2.49983 -1.53500  -0.05
H: -4.25589 0.29279 -0.18894  0.52
H: -6.24414 -1.18233 -0.27252  0.43
H: -6.03369 -3.46987 -1.17107  0.43
H: -3.86313 -4.30326 -1.98964  0.46
H: -1.86036 -2.83613 -1.90975  0.58



[4]
A molecular structure, C23H29Cl2F2NOSi2 in a non-equilibrium geometry, computed with ωB97M-V/def2-TZVPD.

Calculated values
Energy: -2722.8470 Eh
E_LUMO: -0.0012 Eh

Last column: Mulliken charge in e.
Atoms and positions in Å:
C: 5.36776 -1.24828 -2.43671  -1.07
C: 3.80160 -0.89996 -2.44301  -0.20
C: 3.39112 0.26153 -3.50333  -0.65
Si: 1.47948 0.49210 -3.28569  0.13
O: 0.66372 0.92106 -4.75302  -0.37
Si: -0.36106 -0.33819 -5.35061  0.44
C: -1.41145 -1.18362 -3.95323  0.47
C: -2.66672 -0.54034 -3.34005  -0.54
C: -3.53476 -1.13672 -2.18830  -0.23
C: -2.96542 -2.52502 -1.70785  -0.33
C: -1.72639 -3.03768 -2.46157  -0.21
N: -0.96666 -2.46008 -3.50477  -0.44
C: 1.11799 1.87713 -1.96002  0.13
Cl: 0.78658 3.48439 -2.77912  -0.20
C: -0.08830 1.31873 -1.05622  0.57
C: -0.82707 2.41313 -0.15136  -0.98
Cl: 0.49079 -0.05011 0.04202  -0.31
H: 5.96548 -0.27878 -2.42780  0.29
H: 5.56476 -1.83738 -1.46058  0.30
H: 5.60164 -1.94770 -3.30442  0.29
H: 3.36947 -0.60106 -1.42991  0.15
H: 3.22461 -1.84113 -2.79136  0.27
H: 3.96847 1.23852 -3.27679  0.38
H: 3.63596 -0.11064 -4.55402  0.32
H: 0.98949 -0.75251 -2.67039  -0.02
H: -1.35422 0.30124 -6.23344  -0.20
H: 0.34148 -1.36806 -6.11613  -0.14
H: -2.99463 0.47548 -3.76831  0.26
H: -4.45602 -0.64473 -1.74817  0.37
H: -3.45683 -3.10501 -0.84825  0.33
H: -1.35492 -4.07305 -2.11225  0.28
H: 2.06354 2.02692 -1.31590  0.40
H: -0.85410 0.84487 -1.76903  -0.34
H: -1.87376 1.98048 0.09022  0.13
H: -0.31617 2.54609 0.87023  0.28
H: -1.01768 3.41156 -0.66871  0.33
F: -3.95864 -0.26828 0.53758  -0.15
C: -4.01743 0.09706 1.82994  0.20
C: -4.86897 1.12296 2.20889  -0.41
C: -4.93341 1.49765 3.54687  -0.41
C: -4.13762 0.84930 4.48830  -0.58
C: -3.28258 -0.17614 4.09482  -0.41
C: -3.22579 -0.55871 2.75892  -0.20
H: -5.47447 1.62132 1.46064  0.40
H: -5.60195 2.29399 3.85580  0.37
H: -4.18519 1.14525 5.53140  0.36
H: -2.66035 -0.67717 4.82835  0.36
H: -2.57223 -1.36070 2.43612  0.43
F: -0.21419 -0.14944 3.99172  -0.10
C: 1.10897 -0.04192 4.19437  0.20
C: 1.58441 0.19079 5.47549  -0.41
C: 2.95533 0.29709 5.68641  -0.43
C: 3.83410 0.18014 4.61218  -0.51
C: 3.34455 -0.04858 3.32926  -0.53
C: 1.97450 -0.16594 3.11914  0.27
H: 0.88483 0.28717 6.29772  0.41
H: 3.33864 0.47147 6.68602  0.36
H: 4.90331 0.26760 4.77698  0.36
H: 4.03011 -0.13536 2.49286  0.41
H: 1.57629 -0.35270 2.12805  0.09



The lowest energy belongs to which entry?
C23H29Cl2F2NOSi2